DFT (ωB97M-V/def2-TZVPD) results for one molecule with the formula C23H21N3O6S at a distorted geometry.

The geometry in XYZ format:
```
54
Properties=species:S:1:pos:R:3:lowdin_charge:R:1
C -2.185 -2.042 -2.976 -0.0537
O -0.838 -2.005 -2.565 -0.0690
C -0.126 -3.152 -2.504 -0.1988
C -0.641 -4.410 -2.813 0.0023
C 0.154 -5.535 -2.730 -0.0211
C 1.484 -5.430 -2.334 -0.1942
C 2.341 -6.612 -2.235 -0.2391
O 3.492 -6.611 -1.875 0.0550
C 1.995 -4.169 -2.016 0.0279
C 1.218 -3.033 -2.094 -0.1234
C 1.804 -1.686 -1.759 -0.0493
N 0.907 -0.874 -0.960 0.0459
C 0.472 0.322 -1.490 -0.4328
O 0.917 0.759 -2.529 0.0909
N -0.509 0.994 -0.785 0.0776
C -0.826 2.337 -1.248 -0.1081
C 0.206 3.330 -0.693 -0.0563
C 0.372 3.064 0.798 -0.5079
O 1.204 2.290 1.230 0.0694
N -0.501 3.725 1.582 0.0852
C -0.634 3.438 2.999 -0.0865
C -0.656 4.695 3.799 -0.2655
C 0.321 5.351 4.488 -0.0213
C -0.282 6.515 5.025 -0.0653
C -1.579 6.481 4.619 -0.1272
O -1.816 5.388 3.876 0.0452
C -1.094 0.597 0.418 -0.4469
O -1.971 1.256 0.942 0.0650
C -0.553 -0.636 0.906 -0.3731
S -0.981 -1.393 2.398 1.0891
C 0.155 -2.643 2.102 -0.3754
C 0.835 -2.499 0.932 -0.0861
C 0.432 -1.334 0.235 -0.2254
H -2.796 -2.638 -2.292 0.1023
H -2.284 -2.429 -3.994 0.1004
H -2.523 -1.007 -2.951 0.0982
H -1.668 -4.515 -3.124 0.1057
H -0.260 -6.502 -2.975 0.1154
H 1.835 -7.554 -2.525 0.1228
H 3.029 -4.105 -1.709 0.1304
H 2.756 -1.811 -1.235 0.1425
H 1.980 -1.114 -2.678 0.1400
H -0.806 2.338 -2.339 0.1276
H -1.828 2.569 -0.882 0.1253
H -0.119 4.352 -0.885 0.1187
H 1.164 3.151 -1.182 0.1229
H -1.249 4.252 1.160 0.1502
H 0.229 2.829 3.276 0.1333
H -1.554 2.866 3.164 0.1324
H 1.339 5.041 4.600 0.1110
H 0.186 7.265 5.627 0.0986
H -2.401 7.148 4.786 0.1168
H 0.268 -3.430 2.821 0.0690
H 1.584 -3.188 0.592 0.1094
```

The energy relative to the best compared isomer or geometry (same formula, charge and spin) is 0.0 kcal per mole. As for the charge: 0. As for the SMILES: COc1ccc(C=O)cc1Cn1c(=O)n(CCC(=O)NCc2ccco2)c(=O)c2sccc21. The total energy is -51783.3830 eV. The calculation puts the HOMO energy at -0.313 Ha.

=====

DFT (ωB97M-V/def2-TZVPD) results for a 2-piece molecular cluster, C8H16FN overall at a distorted geometry.

The geometry in XYZ format:
```
26
Properties=species:S:1:pos:R:3:lowdin_charge:R:1
C 2.099 -2.093 0.513 0.0296
C 1.261 -1.207 1.007 -0.2282
C -1.527 -0.567 1.488 -0.0289
C -1.417 -1.789 -0.694 -0.0981
C -0.532 2.291 -1.073 -0.0856
C 1.773 1.700 -0.519 -0.0705
C -1.276 -0.474 -0.119 -0.5090
C 0.301 1.422 -0.164 -0.4648
N 0.004 -0.007 -0.476 0.0735
F 1.318 -0.601 2.138 0.0933
H 2.910 -2.514 1.094 0.0656
H 1.751 -2.522 -0.422 0.0598
H -2.484 -0.999 1.552 0.0485
H -0.918 -1.380 1.879 0.0567
H -1.521 0.298 2.112 0.0623
H -0.666 -2.443 -0.115 0.1023
H -1.030 -1.815 -1.680 0.0586
H -2.473 -2.043 -0.993 0.1066
H -0.574 1.672 -1.970 0.0867
H -1.599 2.483 -0.703 0.0957
H -0.078 3.272 -1.268 0.0810
H 2.214 2.453 0.098 0.0688
H 1.866 2.094 -1.520 0.0633
H 2.317 0.747 -0.577 0.0692
H -1.953 0.306 -0.493 0.1322
H 0.233 1.714 0.904 0.1316
```

The energy relative to the best compared isomer or geometry (same formula, charge and spin) is 61.1 kcal per mole. As for the charge: 0. The total energy is -12757.6494 eV. The calculation puts the HOMO energy (spin up / spin down) at -0.325 / -0.318 Ha.

=====

DFT (ωB97M-V/def2-TZVPD) results for a 2-piece molecular cluster, C23H26N4O8 overall at a distorted geometry.

The geometry in XYZ format:
```
61
Properties=species:S:1:pos:R:3:lowdin_charge:R:1
O 0.969 -2.617 6.484 0.1007
C 0.811 -1.827 5.568 -0.4705
O 0.669 -0.497 5.765 0.1174
C 0.796 -2.334 4.184 -0.1189
C 0.060 -1.676 3.182 0.0580
C 0.053 -2.143 1.860 -0.2273
N -0.649 -1.523 0.822 0.0143
C -1.556 -0.363 0.941 -0.1359
C -2.998 -0.764 1.163 -0.1744
C -3.475 -2.048 0.855 -0.0147
C -4.824 -2.360 1.026 -0.0551
C -5.714 -1.397 1.504 0.0060
C -5.276 -0.095 1.828 -0.1456
N -6.180 0.884 2.315 -0.3399
O -7.383 0.597 2.372 0.0682
O -5.724 1.979 2.668 0.0682
C -3.905 0.194 1.644 0.0576
C 0.796 -3.283 1.547 0.0523
C 1.551 -3.966 2.519 -0.1166
C 2.357 -5.152 2.166 -0.4651
O 2.177 -5.690 1.085 0.0892
O 3.281 -5.588 3.052 0.1171
C 1.531 -3.480 3.838 0.0462
H 0.718 -0.384 6.726 0.1299
H -0.513 -0.796 3.453 0.1142
H -0.551 -1.922 -0.111 0.1382
H -1.225 0.305 1.741 0.1156
H -1.504 0.214 0.014 0.1053
H -2.803 -2.814 0.481 0.1111
H -5.182 -3.356 0.784 0.1092
H -6.758 -1.675 1.624 0.1172
H -3.531 1.190 1.866 0.1254
H 0.797 -3.646 0.523 0.1244
H 3.690 -6.356 2.626 0.1297
H 2.100 -3.995 4.610 0.1290
C 1.947 2.689 -0.696 -0.0526
N 0.590 2.261 -1.031 0.0530
C 0.004 1.999 -2.209 -0.4413
O -1.113 1.504 -2.160 0.0351
C 0.655 2.203 -3.599 -0.1604
C 0.896 0.845 -4.275 -0.1170
C 2.178 1.035 -5.084 -0.1500
C 2.952 2.033 -4.231 -0.1493
N 1.936 2.912 -3.670 -0.0292
C 2.045 4.243 -3.483 -0.5240
C 3.387 4.918 -3.700 0.0066
O 1.100 4.933 -3.121 0.0512
H 2.131 2.510 0.364 0.0886
H 2.059 3.758 -0.886 0.0779
H 2.682 2.124 -1.271 0.0743
H -0.026 2.105 -0.250 0.1269
H -0.059 2.760 -4.206 0.1619
H 0.057 0.563 -4.912 0.1236
H 1.066 0.077 -3.518 0.1221
H 1.943 1.476 -6.054 0.1182
H 2.722 0.097 -5.205 0.1158
H 3.672 2.567 -4.853 0.1190
H 3.468 1.512 -3.424 0.1178
H 3.635 4.897 -4.760 0.0821
H 4.154 4.408 -3.120 0.0820
H 3.316 5.955 -3.371 0.0870
```

As for the charge: 0. As for the SMILES: O=C(O)c1cc(NCc2cccc([N+](=O)[O-])c2)cc(C(=O)O)c1.CNC(=O)[C@@H]1CCCN1C(C)=O. The total energy is -46612.2942 eV. The calculation puts the HOMO energy at -0.311 Ha.

=====

DFT (ωB97M-V/def2-TZVPD) results for a 2-piece molecular cluster, C4H14N2O overall at a distorted geometry.

The geometry in XYZ format:
```
21
Properties=species:S:1:pos:R:3:lowdin_charge:R:1
C 1.547 -1.695 -1.493 -0.1125
C 0.531 -2.066 -0.330 -0.2594
C -0.471 -1.002 -0.092 -0.2776
N -0.164 0.368 0.438 -0.0774
C -1.209 1.238 1.186 -0.3252
N -0.807 1.902 2.338 0.0263
H 1.104 -1.568 -2.484 0.0633
H 2.211 -0.820 -1.300 0.0698
H 2.236 -2.567 -1.464 0.0639
H 1.073 -2.237 0.635 0.1140
H 0.217 -3.074 -0.646 0.1093
H -0.931 -0.837 -1.111 0.1260
H -1.311 -1.512 0.350 0.0920
H 0.338 0.257 1.298 0.0772
H -2.025 0.482 1.382 0.1175
H -1.662 1.933 0.300 0.1446
H -1.336 1.902 3.126 0.0311
H -0.342 2.830 2.184 0.1174
O 0.171 2.463 -1.319 -0.0451
H 0.510 2.362 -2.148 -0.0296
H 0.319 1.641 -0.847 -0.0255
```

The energy relative to the best compared isomer or geometry (same formula, charge and spin) is 61.1 kcal per mole. As for the charge: 0. As for the SMILES: CCCNCN.O. The total energy is -9400.9580 eV. The calculation puts the HOMO energy at -0.338 Ha.

=====

DFT (ωB97M-V/def2-TZVPD) results for a 2-piece molecular cluster, C3H7N3O overall at a distorted geometry.

The geometry in XYZ format:
```
14
Properties=species:S:1:pos:R:3:lowdin_charge:R:1
C 0.222 -0.167 1.526 -0.1466
N -1.123 0.175 1.136 -0.0926
N -1.636 1.015 0.069 -0.0905
O -1.874 2.136 0.431 -0.0083
H 0.365 -1.244 1.376 0.0685
H 0.328 -0.001 2.608 0.0827
H 1.046 0.436 1.137 0.0652
H -1.546 0.629 1.953 0.0924
C 0.667 -0.973 -1.820 -0.0664
C 0.571 0.448 -1.472 -0.2963
N 0.868 1.536 -1.155 0.1468
H -0.313 -1.359 -2.110 0.0835
H 1.327 -1.085 -2.685 0.0852
H 1.096 -1.546 -0.994 0.0766
```

The energy relative to the best compared isomer or geometry (same formula, charge and spin) is 110.7 kcal per mole. As for the charge: 0. As for the SMILES: CNN=O.CC#N. The total energy is -9738.2345 eV. The calculation puts the HOMO energy at -0.352 Ha.